Molecular formula: C55H34DyI4N15O7S
Method: DFT, ωB97M-V/def2-TZVPD

ORCA input file:
```
! RIJCOSX wB97M-V def2-TZVPD def2/J DEFGRID3
* xyz -2 6
C -1.5018 -0.5033 -5.1533
H -4.5281 0.0404 1.6112
H -7.0854 0.6914 -1.4295
I 3.2250 2.1572 9.7461
C 3.2685 -6.5111 0.0660
H -5.5604 -2.1901 -4.2607
C 2.3304 -1.8741 3.7810
N 0.7150 1.7198 1.7241
H 3.0743 -1.7727 4.5801
S -3.5454 0.0846 3.7580
C 1.2470 1.6812 2.9886
H 0.5290 -0.1484 6.0845
O -3.2958 -4.1034 -6.2421
H 0.3823 -6.1158 1.7909
C -5.0332 0.3139 -1.4037
O 1.9399 -2.9760 -3.0644
H 3.2607 6.7711 -0.0130
C 1.3400 7.5299 -0.6415
H -4.8828 0.7818 -0.4447
C 0.0487 -1.8971 -3.8944
C -0.4978 -2.9112 0.0678
H 1.1448 0.3407 8.2847
C 2.8048 2.2493 -2.0529
C -6.5228 -0.6445 -3.0649
C 1.6110 -0.7605 3.2118
O -1.3842 1.7514 -4.9505
C 0.5134 3.0070 1.3655
C -0.4446 5.8663 -0.6384
N -2.0880 -4.0896 -5.9548
C 2.3972 -4.2604 -0.2368
C 3.4246 1.4801 5.4034
C 3.7224 1.8950 6.7086
C -1.2460 -3.8116 -0.7915
C -0.5022 -0.6214 -4.1655
H 2.4224 4.4935 0.3726
H -3.5000 -1.8555 -3.4294
C -3.9117 -0.4032 -1.9529
C 0.5844 -3.2971 0.9055
H 2.3180 -7.7196 1.5492
H 0.0847 -4.0062 -4.4159
H -1.7409 4.0438 -2.3405
H -3.2666 2.0957 -2.6733
H -0.7472 7.8257 -1.3666
I -8.4839 -0.8421 -3.8234
I 4.8221 -7.8564 -0.0203
C 1.6975 0.5835 3.7039
O 1.1451 -1.0941 -2.0351
N 1.7439 1.8066 -1.3529
C 1.1037 -2.5414 1.9662
C -2.4431 2.0867 -2.0185
O -4.4089 -1.0313 4.2471
C 1.4766 3.0352 3.4700
C -2.0772 -1.6339 -5.7010
H 1.9466 3.3217 4.3630
C 4.3407 0.9141 -0.8154
C 1.3279 -4.5554 0.5985
C -6.2997 0.2094 -1.9808
N -0.8239 1.3240 -0.6246
N -1.8863 0.8194 -5.5658
N 0.7564 2.5746 -1.8352
C 2.2273 0.7753 5.1015
C -0.3854 -3.0431 -4.5351
H -1.5112 5.6236 -0.8143
N 2.4070 3.1738 -2.9629
C 0.0147 7.1569 -0.9098
H 2.3282 -3.9981 3.1133
Dy 0.9052 -0.0059 0.0955
I 2.0243 9.4769 -0.9279
C -2.5849 -0.3283 -1.2910
C 3.3361 -5.2407 -0.5527
N -0.8884 -1.6048 -0.0783
C -0.0644 3.5540 0.2362
C -2.1675 -2.9270 -1.4118
H -2.9843 -1.6188 -6.2881
H 4.7267 1.9527 -2.6657
C 2.2722 -6.8032 1.0042
N 4.1250 -0.3513 0.8702
C 1.2619 -5.8286 1.1727
H -1.7082 -0.5381 5.1531
C -0.5019 2.6845 -0.9328
C 2.8597 1.5130 7.7069
H 4.1598 -5.0134 -1.2014
C 2.2600 6.5649 -0.2136
H 0.9186 4.9209 2.5142
C -1.9061 -1.5833 -0.9722
N 5.5702 0.5916 -0.4635
H -1.1951 0.3664 3.6652
H 4.5765 2.5155 6.8590
C 1.7192 5.2943 0.0444
C 1.7425 0.7126 7.5068
H -0.1431 0.2166 -3.6279
N 1.1400 3.4309 -2.7544
H -3.1583 -1.1882 1.7333
C -1.8397 -0.4424 4.0978
C 0.9857 3.8521 2.4834
O -2.6887 0.9895 -6.5142
H 3.9975 1.8799 4.5677
H 2.5812 -3.3191 -0.6760
C -5.4705 -1.4529 -3.5062
C 1.1443 -2.0152 -2.9099
C -1.5980 3.1022 -1.8789
C -1.9558 0.9162 -1.2658
C -3.5138 -0.1623 1.9491
C 1.4460 0.4035 6.1971
O -1.3672 -5.0782 -6.0150
H -2.8214 0.5881 1.4530
N 4.0209 1.7108 -1.9302
C -1.4878 -2.8615 -5.3762
N 0.9145 -1.1658 2.1126
C -4.2095 -1.2884 -2.9777
H -2.9115 -3.3703 -2.0973
C 0.4129 4.9049 -0.1150
C 1.9797 -2.9763 2.9537
N 3.3863 0.3050 -0.0190
N 5.3689 -0.1738 0.5961
H -1.1776 -4.8620 -0.8961
H -1.6142 -1.4033 3.5999
*
```

Properties
<S²>: 9.326
lowest unoccupied orbital energy (spin up / spin down): 0.0950 / 0.0950 Ha
energy relative to the best compared isomer or geometry (same formula, charge and spin): 43.8 kcal/mol

=====

Molecular formula: C55H37N5PtSe2
Method: DFT, ωB97M-V/def2-TZVPD

ORCA input file:
```
! RIJCOSX wB97M-V def2-TZVPD def2/J DEFGRID3
* xyz 0 1
H -4.8147 1.2298 -5.0040
C -1.0737 -4.1530 -0.0165
Se -0.7823 -2.2757 -0.1679
C 1.3735 -3.6335 5.2229
C -2.1036 -4.8158 -0.6814
C -2.1803 -6.1987 -0.6223
N 0.9580 1.0879 2.0975
C 0.5466 2.1346 2.8574
H 0.6214 -4.3413 1.2916
C 3.5685 -2.4333 4.0249
C -0.1562 -4.8665 0.7475
H -0.7710 1.2261 -4.8024
C -1.3461 2.7707 -0.8642
H -4.5298 -2.4550 0.3119
C 1.4602 0.0475 -2.6732
C 3.2421 -1.5341 -3.3182
C 1.5880 4.6678 3.9298
C 4.5775 -1.5571 -5.3332
C -4.2148 2.0060 -4.5460
C -2.3836 2.6430 -3.1002
H -4.2637 1.7551 -0.4803
H 2.7963 -4.6989 6.4257
H -3.1538 4.1100 -0.8324
C 2.5149 -0.7777 -2.2588
Pt 0.8505 0.9564 0.1147
H -2.9715 -6.7162 -1.1495
C 0.9771 0.4548 4.2903
C 0.1652 3.3801 2.3188
C 4.0144 -3.6248 -4.2566
C -1.2361 -6.9192 0.1009
C 3.3068 -2.9266 -3.2885
C 2.0307 -1.0556 2.5553
H -6.9923 -2.2559 0.0310
H -2.0441 4.7527 -2.9300
H 1.8948 3.7336 4.3765
C 3.8744 -0.8605 -4.3618
H 4.1184 -2.8268 1.5337
C -4.2042 -0.3554 -0.0532
C 1.1915 -2.7030 4.2093
H -6.7381 1.7665 -0.7193
H 2.8617 5.8245 5.1961
C -0.3155 1.3621 -2.6109
C -4.8353 0.8424 -0.3598
C 2.8271 -1.0439 -0.9241
C 0.9452 0.1358 -4.0151
H 4.4281 -1.9359 3.5941
H 2.7822 -3.4655 -2.5094
C -2.6682 3.9813 -3.3638
H 1.3410 -0.3810 -4.8725
C 0.3705 5.8826 2.2658
H -3.9432 5.3727 -4.3776
H 0.4875 -6.8104 1.3754
C 1.8286 7.0573 3.7780
H 5.0692 -1.0185 -6.1332
H -2.8315 -4.2501 -1.2477
C 0.9407 7.0625 2.7136
H 1.1033 -0.1583 5.1674
H 5.2045 -3.4852 -6.0384
H 2.2816 7.9784 4.1212
C -0.2357 -6.2526 0.7939
C -1.8135 4.1175 0.8842
C 3.5934 -2.1562 0.8757
H -2.2717 4.8030 1.5791
H 0.7006 7.9938 2.2163
C -0.1411 0.9428 -3.9759
C -2.2659 3.7482 -0.3404
H -5.3396 3.6162 -5.4148
C 2.1510 5.8504 4.3798
C 3.7928 -2.0045 -0.4545
C 3.7498 -3.3701 5.0331
C -6.2152 0.8435 -0.4923
C 2.6548 -3.9736 5.6346
C -0.6316 3.3423 1.1471
C 1.2793 0.0509 2.9347
C 0.5521 1.7384 4.2438
H 4.7521 -3.6241 5.3544
N -0.4004 2.5157 0.0981
H -2.9497 0.6166 -3.5056
C 2.5608 -1.2286 1.2639
H 0.2161 2.3486 5.0668
C -6.3536 -1.3857 -0.0768
H -1.2808 -8.0007 0.1247
C -4.9823 -1.4994 0.0818
N -6.9775 -0.2402 -0.3541
H 4.5320 -2.5028 -1.0581
C 0.6702 4.6541 2.8699
N 0.6777 0.8088 -1.8578
C 4.6558 -2.9416 -5.2800
C -1.3088 2.2407 -2.1498
C -4.5059 3.3426 -4.7811
H 0.5115 -4.0887 5.6942
C 2.2869 -2.0909 3.5988
C -3.7249 4.3283 -4.1939
H 3.8341 0.2215 -4.3945
H -0.2863 5.9096 1.4091
Se -2.3178 -0.3246 0.1901
H 4.0589 -4.7055 -4.2106
C -3.1625 1.6591 -3.7116
N 2.1540 -0.5486 0.1612
H 0.1930 -2.4432 3.8774
*
```

Properties
lowest unoccupied orbital energy (spin up / spin down): -0.0521 / -0.0519 Ha
energy relative to the best compared isomer or geometry (same formula, charge and spin): 14.5 kcal/mol

=====

Molecular formula: C55H39F3GeN4O2PbSb
Method: DFT, ωB97M-V/def2-TZVPD

ORCA input file:
```
! RIJCOSX wB97M-V def2-TZVPD def2/J DEFGRID3
* xyz -1 1
C 5.1398 0.4224 0.0175
H -5.3094 -1.0900 -3.2465
C 2.5313 -3.4097 -2.6543
C 1.4105 4.1816 -2.0586
C -0.2030 -2.6328 -3.0306
C -0.1808 -4.4998 0.3071
H -4.6606 1.0567 -0.7243
F -1.8294 4.0697 5.8432
N 2.6748 0.2965 -2.7321
C 3.6362 4.9970 -2.1876
H 1.1529 -3.1241 -0.6370
H 3.2040 -2.8033 0.8727
H -2.3188 -4.1924 -3.2786
N 1.8022 2.9359 -2.3113
C -4.9074 2.9286 -1.7144
H -0.6897 -1.7851 2.9949
C -4.1764 1.9839 -1.0051
C 1.8219 -0.2493 5.1800
H 2.1047 1.4988 6.3971
C 3.7396 -1.8898 0.6373
H -0.0427 -5.2506 -0.4620
C -2.2608 3.4154 -1.0502
C 3.5656 1.2846 -2.8679
C 0.3191 -2.2842 1.1585
F -6.1477 -3.4507 1.0863
H -4.7432 -3.5289 -3.3882
F -4.9899 5.0280 -2.7679
C -1.7956 1.8861 2.3593
H -1.8474 -3.9377 3.2004
H 3.2333 1.4000 0.0423
C -2.9694 4.3741 -1.7599
C -2.6410 -3.1669 -3.1763
C -3.1757 -0.6296 0.7871
H -2.5193 5.3091 -2.0660
C 5.1209 -1.9313 0.4940
H 1.8290 3.0627 4.4956
Ge 1.1620 -0.5128 0.9559
C 1.7497 1.9933 4.3366
C -4.2850 4.1053 -2.0777
C -5.3675 -1.2892 1.5739
H 0.3450 4.3264 -1.9247
H -1.5386 -5.6885 1.4747
H -0.9375 4.9492 3.5885
Pb 0.3146 0.6572 -2.5499
C 5.8216 -0.7756 0.1878
H 5.6457 -2.8727 0.6043
C 0.2413 0.7963 -0.1525
H 1.9200 6.2424 -1.7601
C -1.6634 -2.1878 -2.9918
H -5.9409 2.7608 -1.9870
C 1.3711 0.1316 2.8258
C -4.2877 -1.4378 -3.1678
C -4.0178 -2.8428 0.2980
H 4.3597 5.8012 -2.1308
O 4.7531 1.2337 -3.2172
Sb -1.6676 0.8582 0.4867
C -0.5322 -2.5443 2.2343
H -2.6598 1.6335 5.6461
H 1.5159 -1.8061 3.7510
C -3.9665 -2.7860 -3.2506
H -3.4488 0.5243 -2.9033
C 1.4903 1.4977 3.0652
C -1.8210 3.3515 4.6974
H 1.9633 -0.9418 6.0017
H 6.8969 -0.8102 0.0582
C -1.1879 -3.7621 2.3581
C 3.8737 -3.7541 -2.6570
C 2.1000 -2.0798 -2.7471
C -3.0182 -1.8840 0.2064
C 1.9072 1.1184 5.4020
C -5.1684 -2.5229 0.9839
C -2.2942 1.3347 3.5329
C -1.3221 3.9386 3.5523
H -2.1017 -2.1353 -0.3157
C -2.3004 2.0594 4.7191
H 1.7917 -4.1873 -2.6048
C -1.0192 -4.7411 1.3887
C -1.3015 3.1879 2.3884
C -3.2568 -0.5393 -2.9678
C 2.2858 5.2477 -1.9776
N 0.7281 -1.7185 -2.7325
H 4.1560 -4.7984 -2.5875
C -4.3601 -0.3413 1.4643
C 3.0865 2.6955 -2.5362
C 4.0425 3.7115 -2.4826
H -2.6532 0.3121 3.5489
C 0.4905 -3.2880 0.2045
H 5.6790 1.3225 -0.2519
H 5.1806 -0.6685 -2.8992
C 4.4332 -1.4372 -2.8367
H 1.3840 2.1840 2.2327
H -3.9002 -3.8225 -0.1444
H -0.8617 3.6173 1.4943
H -4.5150 0.6373 1.9054
H 5.8826 -3.0042 -2.7897
C 3.7625 0.4602 0.1705
O -0.0639 -3.8182 -3.3680
N -1.9827 -0.9071 -2.8513
H 5.0717 3.4511 -2.6777
C 1.5632 -0.7331 3.9040
H -1.2256 3.6079 -0.7949
H -6.2915 -1.0848 2.0984
C 3.0449 -0.6943 0.4795
C -2.8460 2.2115 -0.6698
C 3.0869 -1.0544 -2.7993
C 4.8257 -2.7634 -2.7697
*
```

Properties
lowest unoccupied orbital energy: 0.0784 Ha
energy relative to the best compared isomer or geometry (same formula, charge and spin): 0.0 kcal/mol

=====

Molecular formula: C55H39InN9OS2Si
Method: DFT, ωB97M-V/def2-TZVPD

ORCA input file:
```
! RIJCOSX wB97M-V def2-TZVPD def2/J DEFGRID3
* xyz -1 1
H -3.2293 -1.5839 -3.1670
H -2.3467 5.3355 -3.6460
H 0.2433 0.7506 -4.6884
N -0.5826 3.8894 -1.7608
C 3.6250 1.2722 5.8337
O -0.7264 -0.4741 -0.9352
C 1.4884 1.9484 2.8007
H 4.0288 6.0464 -3.0278
N -1.1997 0.4158 4.5114
H 1.5123 5.7681 -2.7678
C -3.0193 0.4490 2.8731
C -0.5401 -4.9813 -0.7406
C 3.5979 5.5129 -2.2060
C -2.7170 -0.6622 -3.4776
H -0.8867 -2.9221 -0.1841
C 4.2245 0.2441 -3.3259
H -6.3331 4.0135 -4.1217
H 0.1669 -1.7988 -5.1926
C 0.5301 -3.9211 -3.0608
C -4.1287 3.2335 -1.7662
C 3.3505 1.7298 4.5030
H 0.4261 0.4165 6.7489
N 0.1721 1.5023 2.7320
C 1.6565 -0.6028 -2.6051
H 4.6700 1.0932 6.1720
H 1.0302 -3.5187 -3.9537
H -5.9927 -2.2049 3.9349
C 1.9036 0.7243 -2.8816
N -2.2427 2.4663 -0.6759
S -0.2392 -4.8341 3.5268
H -1.2548 -2.8738 -4.8218
H -4.5800 5.4558 -4.8202
C 2.2312 5.2701 -2.1202
H -1.5340 -1.6343 -5.8572
C 1.3306 0.6896 6.2384
C 4.4475 4.9477 -1.2064
C 2.7642 -1.5538 -2.5744
C 2.2704 -5.8796 4.1843
C -1.1837 -0.7759 -3.8632
N 0.5586 2.8708 0.1516
C 3.1622 1.1449 -3.3320
H 5.2099 0.6216 -3.7049
C -5.4499 4.0843 -3.5063
C -5.3090 -0.7658 2.5818
C -3.2742 -0.4497 5.0806
N 2.1874 2.7879 2.0060
C 3.6378 -5.6674 4.1799
C 3.9313 4.2590 -0.1104
H 4.4996 3.9639 0.7123
H 2.5880 -2.5636 -2.2964
C 1.7707 3.0577 0.7988
C -4.3959 -1.2199 4.8280
H -6.2968 3.0090 -1.8135
C 4.0469 -1.0993 -3.0360
H -0.0762 -7.0253 -1.5971
Si -0.1758 -1.1862 -2.2371
C 2.5806 3.8892 -0.1522
C -0.5432 -3.5963 -0.9404
H -1.3961 0.8822 -5.2959
C -0.1083 -3.0754 -2.1370
C 0.0070 -3.4000 2.4426
H -6.1794 -0.7900 1.8818
C -3.5449 2.2934 -0.7068
C 2.1003 -4.1767 2.4415
C 1.4514 -5.1668 3.3261
H -4.6819 -1.7512 5.7587
H 3.3639 2.1883 -3.5936
C 0.5052 3.6608 -0.9770
C 0.5531 -5.3271 -2.8231
C 1.1079 0.9738 4.8668
In -0.6966 1.1118 0.5212
H -1.0060 -5.3679 0.1257
H 3.9094 -3.6106 1.4204
H -2.8545 0.0375 -2.5943
C -0.7907 0.6135 -4.3494
C -2.9889 3.8561 -2.3381
C -0.1067 0.9357 4.0026
H 4.1219 2.2354 3.9307
C 0.0209 -5.9155 -1.6682
C 4.2818 -4.9493 3.1837
C -4.3092 0.1106 2.3174
C 2.6387 0.7339 6.6738
H -1.0987 1.4551 -3.6814
C 3.5529 -4.1663 2.2658
H 5.3703 -4.9755 3.2684
C -0.9100 -1.8236 -4.9522
H 5.5252 5.0280 -1.2929
C -5.3945 3.4309 -2.2678
H 1.7962 -6.5904 4.8762
C 1.7618 4.2987 -1.2142
S -1.2747 -2.2977 2.3285
C -5.2528 -1.4074 3.7521
C -2.4219 0.1484 4.0964
C 2.0675 1.6032 4.0717
N 1.2075 -3.3473 1.7982
H -3.2696 -0.2363 -4.3670
H -2.8591 -0.3951 6.0887
N -2.5535 1.0378 1.6558
C -3.8182 0.8328 1.0723
C -4.3800 4.8030 -4.0034
H 2.9174 0.4115 7.6657
H 1.1370 1.4892 -2.8000
C -1.7832 3.3512 -1.6179
H 4.3126 -6.1437 4.8737
N -4.2806 1.3702 -0.0346
H 0.8889 -6.0055 -3.6097
H 4.9560 -1.7437 -3.2147
C -3.1802 4.7020 -3.3910
*
```

Properties
lowest unoccupied orbital energy (spin up / spin down): 0.0146 / 0.0023 Ha
energy relative to the best compared isomer or geometry (same formula, charge and spin): 129.1 kcal/mol